Record 1
ORCA calculation (ωB97M-V/def2-TZVPD) on a molecular structure, C28H34BrCl6O2RuSSi.

Structure (XYZ):
```
74
Properties=species:S:1:pos:R:3:lowdin_charge:R:1
Ru -0.13 -2.49 -1.44 0.667
Br 1.75 -1.91 0.40 0.867
Cl 0.09 -4.40 2.70 0.563
Cl -0.03 -5.95 -2.74 0.193
Cl -1.26 -3.87 0.16 0.633
Cl -1.49 -2.44 -4.43 0.486
Cl 2.74 -4.86 -1.34 0.166
Cl 1.97 -3.87 -4.34 0.233
S 0.27 0.25 -2.85 1.080
Si 1.10 -4.21 -2.50 -0.711
O 0.80 -1.20 -2.74 -0.711
O -0.92 -0.79 -0.54 -0.339
C 0.75 -0.16 5.61 -0.046
C -1.72 -2.73 -2.67 -0.775
C 2.01 1.55 -6.83 -0.075
C 0.91 -0.32 2.59 -0.090
C -2.96 1.44 -0.36 -0.044
C 1.00 0.76 -4.40 -0.369
C -0.62 1.89 5.32 -0.066
C 1.73 1.87 4.53 -0.047
C 1.06 2.11 -4.69 -0.076
C -1.20 0.77 2.72 0.030
C 1.93 0.20 -6.52 -0.057
C -3.87 1.33 1.94 -0.069
C 1.57 2.51 -5.92 -0.073
C -3.00 0.59 0.92 -0.525
C 0.04 0.50 3.30 -0.174
C 0.46 1.02 4.68 -0.559
C 1.29 1.17 -1.71 -0.386
C -1.59 0.32 1.46 -0.084
C 0.66 2.00 -0.80 -0.073
C 2.81 2.46 0.18 -0.064
C -0.67 -0.44 0.70 -0.415
C 3.42 1.62 -0.75 -0.063
C -0.10 -4.93 1.04 -0.943
C 0.54 -0.77 1.34 -0.518
C 1.42 -0.21 -5.30 -0.070
C -3.68 -0.76 0.63 -0.037
C 1.44 2.65 0.16 -0.058
C 2.66 0.97 -1.71 -0.074
H 2.55 1.29 4.10 0.077
H 1.55 -0.79 5.23 0.077
H -4.69 -0.59 0.26 0.088
H -2.13 -3.74 -2.60 -0.022
H -0.41 2.10 -0.81 0.091
H 0.96 3.28 0.89 0.110
H -3.98 0.77 2.87 0.089
H -3.47 2.32 2.18 0.086
H -0.27 2.25 6.29 0.086
H 1.55 2.72 3.87 0.083
H -2.47 -2.00 -2.34 0.002
H -1.90 1.37 3.28 0.084
H -3.13 -1.32 -0.13 0.051
H -2.53 2.42 -0.15 0.084
H 4.49 1.48 -0.73 0.110
H 1.87 -0.60 2.99 0.106
H 2.05 2.25 5.50 0.085
H -0.14 -0.78 5.73 0.091
H 1.64 3.56 -6.16 0.107
H 2.26 -0.54 -7.24 0.111
H 3.41 2.95 0.93 0.107
H -3.74 -1.36 1.53 0.093
H 3.12 0.30 -2.43 0.126
H -1.55 1.33 5.48 0.088
H 0.73 2.85 -3.97 0.115
H 2.40 1.87 -7.79 0.105
H 1.34 -1.26 -5.04 0.048
H 0.85 -4.86 0.51 -0.055
H -0.86 2.76 4.70 0.087
H -0.51 -5.93 1.01 0.041
H 1.05 0.20 6.60 0.085
H -2.39 0.95 -1.14 0.062
H -4.86 1.47 1.51 0.086
H -3.98 1.60 -0.72 0.088
```

Strongest force on any atom = 0.1 eV/A
Net charge = 0
Relative energy (zero: lowest compared OMol25 entry of this formula, charge and spin) = 0.00 kcal per mole
Frontier orbital gap (alpha / beta) = 8.1 / 6.8 eV
LUMO level (alpha / beta) = 0.219 / -1.041 eV
Spin multiplicity = 2
E = -7355.72903 Ha



Record 2
ORCA calculation (ωB97M-V/def2-TZVPD) on a molecular structure, C37H48GeN9O5STeTl.

Structure (XYZ):
```
103
Properties=species:S:1:pos:R:3:lowdin_charge:R:1
Tl -0.05 1.36 -0.90 0.919
Te 1.52 -2.63 -1.35 1.591
Ge 1.76 1.85 -2.75 0.834
S 0.23 0.19 2.72 0.688
O -4.23 2.21 -0.78 0.101
O 2.16 -0.98 -0.24 -0.394
O -2.64 1.79 -2.18 0.029
O -1.16 -0.14 2.79 -0.263
O 0.66 1.45 3.28 -0.277
N -1.24 3.31 1.73 0.026
N -2.96 -5.40 -0.96 0.188
N -3.29 -5.01 -3.13 0.174
N -3.06 2.11 -1.08 -0.410
N 0.04 3.26 1.17 0.041
N 0.71 0.13 1.11 -0.081
N -2.05 2.34 -0.16 0.045
N -1.37 -0.63 -1.15 -0.068
N -3.51 3.12 1.55 0.241
C 3.46 2.03 -1.79 -0.339
C 2.30 -4.98 0.41 -0.310
C 1.30 -1.10 3.25 -0.207
C 1.48 -1.61 4.51 0.002
C 4.66 2.40 -4.02 -0.275
C 2.47 -2.58 4.66 -0.017
C 4.74 -2.95 -1.78 -0.081
C 0.17 4.32 -2.95 -0.296
C 5.52 -6.80 1.30 -0.027
C -4.42 -8.53 -3.20 -0.069
C 3.26 -2.98 3.58 -0.015
C 0.95 4.98 -1.82 -0.287
C 4.17 -3.97 -0.82 -0.318
C 5.02 -4.86 -0.21 0.001
C 3.21 -5.87 0.98 -0.007
C 0.09 5.94 -1.01 -0.100
C 1.64 -0.77 0.94 -0.494
C 0.99 3.32 -3.77 -0.328
C -4.19 -8.78 -1.84 -0.072
C 0.86 -5.13 0.83 -0.060
C 4.81 3.90 -3.85 -0.096
C -2.90 -4.52 -1.91 -0.291
C -2.41 -3.16 -1.69 -0.119
C -1.53 -1.06 -2.41 -0.175
C 3.06 -2.44 2.31 0.027
C -2.04 -2.30 -2.72 0.003
C -3.66 -6.32 -2.92 -0.183
C -4.16 -7.31 -3.77 -0.011
C -3.44 -6.55 -1.56 -0.220
C 2.79 -4.03 -0.50 -0.469
C 2.06 -1.50 2.15 -0.124
C 4.62 1.63 -2.70 -0.281
C -3.70 -7.81 -1.00 -0.007
C -1.77 -1.44 -0.16 -0.122
C 4.56 -5.83 0.69 -0.235
C -2.29 -2.70 -0.38 0.011
C -2.32 2.91 1.03 -0.375
H -1.35 3.57 2.70 0.171
H -0.71 3.81 -2.53 0.075
H 5.07 -7.34 2.13 0.083
H 2.84 -6.61 1.67 0.132
H 4.57 -1.93 -1.43 0.063
H 1.81 5.51 -2.24 0.119
H 3.69 -2.74 1.48 0.114
H -4.34 -7.12 -4.83 0.114
H 0.33 4.21 0.93 0.086
H -2.59 -3.33 0.44 0.128
H 3.55 3.07 -1.45 0.066
H 5.81 -3.09 -1.88 0.086
H 5.49 2.02 -4.62 0.116
H -2.11 -2.58 -3.77 0.122
H -4.81 -9.33 -3.82 0.111
H 0.64 6.36 -0.16 0.081
H 2.65 -3.02 5.63 0.125
H 0.21 -4.34 0.44 0.009
H -3.53 -7.99 0.05 0.115
H -4.33 2.81 1.05 0.111
H -0.25 6.77 -1.62 0.089
H 4.55 0.55 -2.91 0.100
H 4.03 -3.71 3.73 0.123
H 1.69 0.50 -3.48 -0.021
H -1.22 -0.37 -3.20 0.114
H 1.82 3.83 -4.26 0.070
H -1.66 -1.07 0.85 0.087
H 5.56 1.78 -2.16 0.120
H 5.83 -7.54 0.55 0.099
H 5.71 4.14 -3.28 0.087
H 0.67 2.87 1.88 0.068
H 0.79 -5.12 1.92 0.091
H -0.23 5.09 -3.61 0.128
H 4.89 4.40 -4.81 0.083
H -4.41 -9.76 -1.44 0.108
H 3.76 2.17 -4.61 0.086
H -3.41 -4.50 -3.99 0.159
H 0.88 -1.28 5.35 0.135
H 0.46 -6.08 0.49 0.098
H 6.08 -4.82 -0.44 0.129
H 4.29 -3.04 -2.77 0.073
H -3.62 3.66 2.40 0.142
H 0.38 2.88 -4.56 0.077
H 6.42 -6.30 1.65 0.090
H 3.97 4.35 -3.32 0.048
H 3.42 1.40 -0.90 0.051
H 1.37 4.20 -1.16 0.058
H -0.81 5.44 -0.63 0.064
```

Strongest force on any atom = 0.2 eV/A
Net charge = +2
Relative energy (zero: lowest compared OMol25 entry of this formula, charge and spin) = 0.00 kcal per mole
Frontier orbital gap = 6.3 eV
LUMO level = -5.980 eV
E = -5222.77266 Ha



Record 3
ORCA calculation (ωB97M-V/def2-TZVPD) on 2 unconnected molecules or ions with the total composition C17H35N2O6Si at a distorted geometry.

Structure (XYZ):
```
61
Properties=species:S:1:pos:R:3:lowdin_charge:R:1
Si -0.72 2.66 -0.15 0.489
O 0.41 -2.23 3.22 -0.018
O -3.81 1.07 -7.19 -0.149
O -0.77 0.39 -1.77 -0.188
O 1.73 5.23 0.21 0.165
O -1.85 -0.32 -4.58 -0.138
O -2.17 2.52 0.61 -0.142
N 0.46 3.36 0.95 0.067
N 1.19 -1.70 4.10 -0.088
C 3.76 -0.88 2.98 -0.169
C 2.92 -2.35 5.80 -0.017
C -5.03 1.09 -6.48 -0.271
C 1.43 -0.25 3.79 -0.490
C -2.65 1.18 -6.38 -0.186
C 0.12 0.39 3.37 -0.039
C 2.38 -2.57 4.36 -0.479
C -5.50 -0.28 -6.03 -0.078
C -0.57 0.11 -4.14 -0.176
C -0.06 0.98 -0.69 -0.255
C 1.96 -4.04 4.30 -0.053
C 1.93 0.55 5.01 -0.040
C -2.09 -0.19 -5.97 -0.181
C 3.46 -2.34 3.30 -0.138
C 1.11 4.31 0.57 -0.432
C -0.70 1.10 -3.00 -0.215
C 2.47 -0.13 2.67 -0.137
H 4.43 -0.83 2.12 0.112
H 0.98 1.14 -0.99 0.094
H 1.68 -4.35 3.30 0.078
H -5.43 -0.99 -6.86 0.080
H 1.12 -4.24 4.97 0.092
H -1.91 1.71 -6.99 0.122
H 4.37 -2.86 3.62 0.120
H 4.29 -0.41 3.81 0.106
H 0.17 1.77 -3.01 0.118
H -0.09 0.29 0.15 0.080
H 2.04 -0.53 1.74 0.120
H -0.80 3.59 -1.30 0.028
H 2.67 0.93 2.49 0.122
H 1.94 1.60 4.75 0.089
H -0.64 0.27 4.14 0.096
H -1.63 1.65 -3.14 0.123
H -4.98 1.77 -5.63 0.115
H 2.93 0.29 5.32 0.063
H -0.05 -0.77 -3.74 0.133
H 0.28 1.46 3.22 0.076
H -1.19 -0.43 -6.55 0.121
H -5.77 1.49 -7.18 0.115
H 2.61 -1.41 6.24 0.051
H -6.56 -0.22 -5.77 0.074
H -0.26 -0.02 2.44 0.065
H 0.01 0.53 -4.96 0.125
H 3.14 -2.83 2.37 0.122
H -2.83 -0.95 -6.23 0.116
H -2.83 1.79 -5.49 0.119
H -2.73 3.30 0.48 0.054
H 2.81 -4.64 4.63 0.092
H -4.96 -0.65 -5.16 0.072
H 1.25 0.41 5.85 0.094
H 4.01 -2.38 5.82 0.088
H 2.55 -3.12 6.47 0.080
```

Strongest force on any atom = 1.6 eV/A
Net charge = 0
Relative energy (zero: lowest compared OMol25 entry of this formula, charge and spin) = 0.00 kcal per mole
Frontier orbital gap (alpha / beta) = 8.7 / 9.7 eV
LUMO level (alpha / beta) = 0.444 / 0.440 eV
Spin multiplicity = 2
E = -1519.15887 Ha



Record 4
ORCA calculation (ωB97M-V/def2-TZVPD) on a molecular structure, C10H24AgF3O10S at a distorted geometry.

Structure (XYZ):
```
49
Properties=species:S:1:pos:R:3:lowdin_charge:R:1
Ag 0.38 -0.19 0.34 0.792
S 3.60 1.18 -0.41 0.477
F 5.06 3.30 -0.99 0.114
F 3.73 3.66 0.71 0.112
F 2.90 3.60 -1.28 0.059
O 2.13 -1.61 1.47 -0.152
O -1.71 -1.84 0.48 -0.139
O 3.99 0.68 -1.72 -0.334
O 2.17 1.07 -0.15 -0.390
O -1.11 1.42 -1.23 -0.113
O -0.33 0.60 2.48 -0.128
O 0.53 -2.91 0.62 -0.219
O 1.01 -1.82 -1.68 -0.120
O 2.11 -3.82 1.89 -0.150
O 4.47 0.75 0.67 -0.317
C 1.58 -2.78 1.40 -0.912
C -0.26 2.95 -2.91 -0.087
C -2.40 -2.24 2.75 -0.081
C -0.39 1.49 -2.45 -0.308
C -2.81 -2.12 1.28 -0.355
C 0.62 -2.30 -2.90 -0.365
C -1.43 1.50 2.43 -0.302
C -1.15 2.57 3.46 -0.102
C -0.85 -2.65 -2.82 -0.105
C 3.87 3.06 -0.47 -0.650
H -3.62 -1.39 1.17 0.095
H 0.39 3.09 -3.77 0.071
H -1.67 -3.04 2.87 0.086
H -1.97 3.29 3.55 0.062
H -0.94 -2.43 0.69 0.007
H 1.20 -3.21 -3.13 0.105
H 0.77 -1.60 -3.72 0.099
H -2.10 -1.24 3.06 0.037
H -1.01 -3.43 -2.07 0.073
H 0.63 1.15 -2.25 0.097
H 0.83 -2.42 -0.92 0.032
H -1.31 3.25 -3.03 0.062
H -0.35 0.05 3.27 0.090
H 0.26 3.65 -2.25 0.066
H -3.28 -3.08 1.01 0.095
H -3.18 -2.52 3.45 0.057
H -1.46 -1.78 -2.58 0.063
H -0.82 0.86 -3.23 0.106
H -1.24 -3.06 -3.76 0.053
H -1.71 2.16 -1.23 0.067
H -2.35 0.97 2.66 0.105
H -1.39 1.96 1.44 0.102
H -0.23 3.13 3.33 0.079
H -1.18 2.09 4.44 0.069
```

Strongest force on any atom = 2.7 eV/A
Net charge = -2
Relative energy (zero: lowest compared OMol25 entry of this formula, charge and spin) = 0.00 kcal per mole
Frontier orbital gap = 4.5 eV
LUMO level = 4.510 eV
E = -1992.57457 Ha